Entry 1:
This record from OMol25 describes a cluster of 2 separate species, C6H14N2O2 in total at a distorted geometry. The level of theory is ωB97M-V/def2-TZVPD.

Calculated values
Energy above the lowest of the compared OMol25 structures with the same formula, charge and spin, kcal per mole: 33.56
Max |F|, eV/A: 2.767
SMILES string: CNC(C)=O.CNC(C)=O
Orbital gap, eV: 9.67

```
! wB97M-V def2-TZVPD RIJCOSX def2/J DEFGRID3
* xyz 0 1
C -2.447 0.034 0.312
C 0.306 -2.051 2.003
C -1.882 -1.120 1.211
O -2.654 -1.847 1.800
N -0.539 -1.098 1.240
H -2.659 -0.528 -0.610
H -0.057 -0.655 0.473
H -0.160 -2.609 2.798
H -3.440 0.264 0.692
H -1.891 0.952 0.371
H 0.660 -2.733 1.236
H 1.103 -1.560 2.581
C 1.397 2.244 0.347
C 0.928 -0.045 -2.693
C 0.581 0.907 -1.555
O -0.538 1.373 -1.570
N 1.543 1.080 -0.571
H 2.454 1.010 -1.002
H 1.730 3.173 -0.091
H 0.367 2.386 0.675
H 2.004 -0.012 -2.934
H 1.995 1.885 1.191
H 0.931 -1.091 -2.353
H 0.269 0.042 -3.550
*
```

Entry 2:
This record from OMol25 describes a cluster of 2 separate species, C6H14N2O2 in total at a distorted geometry. The level of theory is ωB97M-V/def2-TZVPD.

Calculated values
Energy above the lowest of the compared OMol25 structures with the same formula, charge and spin, kcal per mole: 41.00
Max |F|, eV/A: 3.484
SMILES string: CNC(C)=O.CNC(C)=O
Orbital gap, eV: 10.28

```
! wB97M-V def2-TZVPD RIJCOSX def2/J DEFGRID3
* xyz 0 1
C 2.215 -0.863 1.051
C 0.481 -2.173 -2.082
C 1.850 -1.167 -0.453
O 2.528 -0.639 -1.312
N 0.785 -1.957 -0.649
H 1.282 -0.479 1.491
H 0.425 -2.597 0.015
H 1.140 -2.952 -2.486
H 2.611 -1.494 1.838
H 2.682 0.115 0.916
H -0.512 -2.568 -2.307
H 0.781 -1.292 -2.629
C -2.225 -0.072 1.102
C -0.386 3.067 0.006
C -1.503 2.110 0.415
O -2.647 2.502 0.425
N -1.143 0.940 1.084
H -0.296 0.496 0.756
H -3.099 0.532 1.352
H -2.461 -0.465 0.100
H 0.105 3.398 0.916
H -2.132 -0.903 1.794
H 0.383 2.700 -0.676
H -0.865 3.762 -0.668
*
```

Entry 3:
This record from OMol25 describes a cluster of 2 separate species, C6H14N2O2 in total at a distorted geometry. The level of theory is ωB97M-V/def2-TZVPD.

Calculated values
Energy above the lowest of the compared OMol25 structures with the same formula, charge and spin, kcal per mole: 36.54
Max |F|, eV/A: 3.136
SMILES string: CNC(C)=O.CNC(C)=O
Orbital gap, eV: 9.83

```
! wB97M-V def2-TZVPD RIJCOSX def2/J DEFGRID3
* xyz 0 1
C 0.136 0.541 2.801
C 3.084 -0.203 0.659
C 0.949 0.601 1.566
O 0.755 1.229 0.542
N 1.903 -0.418 1.519
H -0.036 -0.485 3.112
H 2.239 -0.733 2.418
H 2.792 0.276 -0.264
H 0.414 1.319 3.507
H -0.913 0.847 2.617
H 3.737 0.526 1.179
H 3.730 -1.075 0.672
C -1.147 -1.743 -0.253
C -1.540 1.418 -2.157
C -1.438 -0.050 -1.924
O -1.398 -0.952 -2.729
N -1.564 -0.371 -0.541
H -1.272 0.457 -0.042
H -1.965 -2.431 -0.467
H -2.364 1.753 -1.532
H -0.260 -2.043 -0.795
H -1.146 -1.751 0.848
H -0.610 1.893 -1.802
H -1.544 1.837 -3.160
*
```

Entry 4:
This record from OMol25 describes a cluster of 2 separate species, C6H14N2O2 in total at a distorted geometry. The level of theory is ωB97M-V/def2-TZVPD.

Calculated values
Energy above the lowest of the compared OMol25 structures with the same formula, charge and spin, kcal per mole: 11.62
Max |F|, eV/A: 1.283
SMILES string: CNC(C)=O.CNC(C)=O
Orbital gap, eV: 9.76

```
! wB97M-V def2-TZVPD RIJCOSX def2/J DEFGRID3
* xyz 0 1
C -0.390 -2.305 -1.807
C -2.690 -0.379 0.446
C -1.045 -1.100 -1.195
O -0.955 0.040 -1.607
N -1.791 -1.374 -0.081
H 0.067 -2.105 -2.771
H -1.966 -2.331 0.165
H -2.149 0.470 0.856
H 0.387 -2.665 -1.136
H -1.114 -3.116 -1.873
H -3.272 0.073 -0.355
H -3.295 -0.827 1.229
C 1.414 2.518 -0.759
C 1.547 0.029 2.097
C 1.951 1.216 1.241
O 2.842 1.996 1.535
N 1.289 1.310 0.064
H 0.434 0.826 -0.151
H 1.144 3.404 -0.186
H 2.468 2.689 -1.012
H 2.400 -0.651 2.176
H 0.817 2.362 -1.646
H 1.251 0.342 3.092
H 0.657 -0.423 1.678
*
```

Entry 5:
This record from OMol25 describes a cluster of 2 separate species, C6H14N2O2 in total. The level of theory is ωB97M-V/def2-TZVPD.

Calculated values
Energy above the lowest of the compared OMol25 structures with the same formula, charge and spin, kcal per mole: 10.86
Max |F|, eV/A: 0.508
SMILES string: CNC(C)=O.CNC(C)=O
Orbital gap, eV: 9.88

```
! wB97M-V def2-TZVPD RIJCOSX def2/J DEFGRID3
* xyz 0 1
C -2.482 -1.533 -0.722
C -0.941 1.678 -2.029
C -1.435 -0.585 -1.267
O -0.300 -0.945 -1.527
N -1.837 0.699 -1.451
H -1.982 -2.419 -0.354
H -2.787 0.951 -1.236
H -0.621 1.367 -3.021
H -3.044 -1.078 0.098
H -3.190 -1.820 -1.500
H -1.449 2.640 -2.106
H -0.040 1.779 -1.432
C 2.208 -1.847 1.007
C 1.077 1.702 1.727
C 2.002 0.525 1.545
O 3.208 0.638 1.661
N 1.418 -0.654 1.236
H 0.419 -0.698 1.171
H 2.835 -2.068 1.874
H 1.537 -2.676 0.842
H 1.648 2.610 1.565
H 2.857 -1.717 0.148
H 0.229 1.683 1.032
H 0.671 1.769 2.739
*
```

Entry 6:
This record from OMol25 describes a cluster of 2 separate species, C6H14N2O2 in total at a distorted geometry. The level of theory is ωB97M-V/def2-TZVPD.

Calculated values
Energy above the lowest of the compared OMol25 structures with the same formula, charge and spin, kcal per mole: 11.55
Max |F|, eV/A: 1.812
SMILES string: CNC(C)=O.CNC(C)=O
Orbital gap, eV: 9.81

```
! wB97M-V def2-TZVPD RIJCOSX def2/J DEFGRID3
* xyz 0 1
C 0.287 3.163 -1.408
C 0.010 1.403 1.878
C 0.404 2.013 -0.451
O 1.107 1.024 -0.584
N -0.104 2.323 0.776
H 1.011 3.927 -1.135
H -0.743 3.091 0.873
H -0.204 0.380 1.549
H 0.547 2.951 -2.435
H -0.722 3.573 -1.407
H 1.021 1.349 2.299
H -0.694 1.661 2.668
C -1.421 -1.234 -1.218
C 1.134 -3.180 0.776
C -0.129 -2.896 -0.015
O -0.969 -3.759 -0.188
N -0.288 -1.596 -0.385
H 0.522 -0.990 -0.374
H -1.865 -0.321 -0.845
H 0.976 -4.057 1.404
H -1.112 -1.133 -2.258
H -2.170 -2.002 -1.108
H 1.997 -3.335 0.134
H 1.405 -2.357 1.453
*
```